a) Density functional theory data (ωB97M-V with the def2-TZVPD basis set) for the molecule C5H6O.

## Properties
* frontier orbital gap: 10.821 eV

Element x y z (Å)
C (-2.800, -0.111, -0.586)
C (-1.617, 0.112, -0.603)
C (-0.174, 0.365, -0.600)
C (0.521, -0.273, 0.602)
C (2.012, -0.053, 0.579)
O (2.597, 0.512, -0.315)
H (-3.851, -0.299, -0.590)
H (0.014, 1.445, -0.600)
H (0.274, -0.015, -1.524)
H (0.125, 0.123, 1.547)
H (0.334, -1.355, 0.637)
H (2.566, -0.452, 1.454)

b) Density functional theory data (ωB97M-V with the def2-TZVPD basis set) for the molecule C5H6O.

## Properties
* frontier orbital gap: 9.310 eV

Element x y z (Å)
C (2.391, 1.060, -0.060)
C (1.371, 0.242, 0.155)
O (1.399, -1.166, -0.302)
C (0.017, 0.559, 0.374)
C (-0.977, -0.093, 0.040)
C (-2.399, -0.365, -0.051)
H (2.235, 2.123, 0.012)
H (3.394, 0.689, -0.172)
H (0.900, -1.810, 0.214)
H (-2.951, 0.560, 0.122)
H (-2.665, -0.724, -1.047)
H (-2.715, -1.075, 0.715)

c) Density functional theory data (ωB97M-V with the def2-TZVPD basis set) for the molecule C5H6O.

## Properties
* frontier orbital gap (spin up / spin down): 7.123 / 7.434 eV

Element x y z (Å)
C (1.256, -1.500, -0.470)
C (1.134, -0.028, -0.570)
C (0.065, 0.728, -0.179)
C (-1.304, 0.521, -0.113)
C (-2.244, 1.095, 0.798)
O (-2.842, 0.468, 1.662)
H (1.495, -1.737, 0.579)
H (0.309, -1.998, -0.696)
H (2.077, -1.891, -1.076)
H (2.047, 0.533, -0.770)
H (0.496, 1.641, 0.239)
H (-2.488, 2.168, 0.595)

Which of them is the least stable? Correct choice: c).

a) Density functional theory data (ωB97M-V with the def2-TZVPD basis set) for a cluster of 2 separate species, C3H4Cl2O in total.

## Properties
* frontier orbital gap: 10.130 eV

Element x y z (Å)
C (-0.771, 0.039, -0.080)
C (0.442, -0.227, 0.731)
C (0.251, -0.854, -0.526)
H (-0.135, 2.038, -0.042)
H (-1.763, -0.452, 0.160)
H (0.633, -0.828, 1.477)
H (0.094, -1.861, -0.049)
O (-1.018, 1.177, -0.755)
Cl (1.141, 1.397, 1.121)
Cl (1.126, -0.430, -2.036)

b) Density functional theory data (ωB97M-V with the def2-TZVPD basis set) for the molecule C3H4Cl2O.

## Properties
* frontier orbital gap: 10.047 eV

Element x y z (Å)
C (0.640, 0.458, 0.134)
C (-0.321, 0.378, -0.976)
C (-0.684, -1.283, 0.962)
O (0.350, -0.408, 1.194)
Cl (-0.288, 1.944, -1.662)
Cl (-0.682, -2.142, 2.459)
H (1.589, 0.131, -0.359)
H (0.980, 1.402, 0.610)
H (-1.380, 0.189, -0.879)
H (-0.205, -0.669, -1.483)

c) Density functional theory data (ωB97M-V with the def2-TZVPD basis set) for the molecule C3H4Cl2O.

## Properties
* frontier orbital gap (spin up / spin down): 6.705 / 8.902 eV

Element x y z (Å)
C (-0.284, 0.014, 0.491)
C (1.087, 0.078, 0.101)
C (-1.604, -0.256, -0.548)
O (1.862, -0.910, 0.459)
Cl (-1.196, 0.302, -2.117)
Cl (-3.042, 0.498, 0.003)
H (-0.392, -0.700, 1.197)
H (-0.780, 0.952, 0.886)
H (1.662, 0.751, -0.543)
H (2.686, -0.730, 0.071)

d) Density functional theory data (ωB97M-V with the def2-TZVPD basis set) for a cluster of 2 separate species, C3H4Cl2O in total.

## Properties
* frontier orbital gap (spin up / spin down): 8.040 / 8.042 eV

Element x y z (Å)
C (1.228, 0.616, 0.125)
C (-1.468, -1.624, -1.302)
C (-0.030, 0.911, 0.902)
O (1.524, 1.087, -0.928)
Cl (0.018, -1.295, -1.924)
Cl (0.098, 1.259, 2.632)
H (1.821, -0.230, 0.667)
H (-1.782, -2.798, -1.392)
H (-0.896, 0.186, 0.721)
H (-0.513, 1.888, 0.498)

Which of them is the least stable? Correct choice: d).

a) Density functional theory data (ωB97M-V with the def2-TZVPD basis set) for the molecule C4H11N3O2.

## Properties
* frontier orbital gap: 9.306 eV

Element x y z (Å)
C (0.561, -2.072, 0.088)
N (0.831, -0.661, 0.272)
N (0.829, 0.715, -0.672)
C (0.536, 0.320, -2.038)
C (-0.224, 1.392, -0.017)
O (0.251, 2.179, 1.053)
C (-1.060, 0.063, 0.598)
N (-1.278, 0.169, 1.962)
O (-1.896, -0.435, -0.153)
H (1.509, -2.602, -0.012)
H (-0.064, -2.204, -0.793)
H (0.016, -2.476, 0.949)
H (1.354, -0.431, 1.110)
H (1.306, -0.378, -2.359)
H (0.565, 1.221, -2.655)
H (-0.453, -0.136, -2.150)
H (-0.901, 1.927, -0.689)
H (1.126, 2.510, 0.814)
H (-2.230, -0.004, 2.251)
H (-0.778, 0.905, 2.440)

b) Density functional theory data (ωB97M-V with the def2-TZVPD basis set) for a cluster of 2 separate species, C4H11N3O2 in total.

## Properties
* frontier orbital gap: 7.366 eV

Element x y z (Å)
C (-1.018, 0.554, 3.013)
C (-0.319, 1.454, 2.035)
O (-0.308, 1.179, 0.793)
O (0.235, 2.459, 2.517)
H (-1.585, 1.127, 3.740)
H (-0.251, -0.028, 3.558)
H (-1.685, -0.183, 2.550)
C (2.276, -1.092, -1.697)
C (-0.195, -1.065, -1.639)
N (-1.273, -0.659, -1.004)
N (0.985, -0.748, -1.123)
N (-0.298, -1.749, -2.792)
H (-1.075, -0.024, -0.224)
H (-2.212, -0.728, -1.350)
H (0.964, -0.163, -0.288)
H (0.534, -2.048, -3.260)
H (-1.205, -2.040, -3.108)
H (2.981, -0.318, -1.392)
H (2.224, -1.025, -2.777)
H (2.654, -2.067, -1.354)

c) Density functional theory data (ωB97M-V with the def2-TZVPD basis set) for a cluster of 2 separate species, C4H11N3O2 in total.

## Properties
* frontier orbital gap: 9.665 eV

Element x y z (Å)
H (0.598, -1.505, -1.003)
N (-0.073, -1.009, -0.441)
C (0.369, -0.803, 0.736)
N (-0.496, -0.264, 1.686)
N (1.607, -1.179, 1.236)
C (2.061, -2.552, 1.211)
H (-1.060, 0.502, 1.331)
H (-0.008, 0.055, 2.506)
H (1.988, -0.658, 2.000)
H (3.086, -2.630, 0.846)
H (1.417, -3.208, 0.627)
H (2.061, -3.026, 2.199)
C (-0.290, 1.467, -2.349)
C (-0.984, 1.626, -1.013)
O (-0.519, 2.239, -0.093)
O (-2.152, 1.003, -0.866)
H (0.767, 1.255, -2.197)
H (-0.292, 2.444, -2.836)
H (-0.731, 0.636, -2.890)
H (-2.464, 0.377, -1.523)

d) Density functional theory data (ωB97M-V with the def2-TZVPD basis set) for a cluster of 2 separate species, C4H11N3O2 in total.

## Properties
* frontier orbital gap: 10.126 eV

Element x y z (Å)
C (-2.429, 0.262, -0.182)
N (-1.086, 0.245, 0.345)
C (-0.734, 0.853, 1.398)
N (-1.588, 1.396, 2.354)
N (0.554, 1.394, 1.542)
H (-3.268, 0.024, 0.504)
H (-2.536, -0.629, -0.825)
H (-2.480, 1.155, -0.849)
H (-2.556, 1.410, 2.087)
H (-1.262, 2.226, 2.810)
H (1.234, 1.108, 0.849)
H (0.936, 1.353, 2.494)
C (2.522, -1.942, -2.014)
C (1.717, -1.055, -1.146)
O (2.236, -0.266, -0.352)
O (0.459, -0.787, -1.509)
H (1.972, -2.874, -2.183)
H (3.490, -2.042, -1.505)
H (2.580, -1.771, -3.102)
H (0.240, -0.059, -0.716)

Which of them is the least stable? Correct choice: a).

a) Density functional theory data (ωB97M-V with the def2-TZVPD basis set) for the molecule O2S2.

## Properties
* frontier orbital gap (spin up / spin down): 8.021 / 7.936 eV

Element x y z (Å)
O (1.976, 0.459, -0.047)
O (-1.872, -0.550, -0.036)
S (-0.916, 0.551, 0.066)
S (0.834, -0.439, 0.094)

b) Density functional theory data (ωB97M-V with the def2-TZVPD basis set) for a structure of composition O2S2.

## Properties
* frontier orbital gap: 5.013 eV

Element x y z (Å)
O (-1.949, 0.171, 0.670)
O (2.103, -0.134, -0.567)
S (-1.275, 0.101, -0.667)
S (1.120, -0.137, 0.564)

Which of them is the least stable? Correct choice: b).

a) Density functional theory data (ωB97M-V with the def2-TZVPD basis set) for the molecule C2H4N4O2.

## Properties
* frontier orbital gap: 9.003 eV

Element x y z (Å)
H (-0.246, 2.186, -0.081)
N (0.639, 1.621, 0.256)
C (0.346, 0.455, -0.225)
C (-0.773, -0.508, -0.245)
N (-2.053, 0.019, -0.251)
N (-0.368, -1.755, 0.353)
O (0.886, -1.790, 0.028)
N (1.284, -0.545, -0.434)
O (2.632, -0.277, -0.119)
H (-2.868, -0.863, -0.343)
H (-2.143, 0.683, 0.678)
H (2.664, 0.773, 0.381)

b) Density functional theory data (ωB97M-V with the def2-TZVPD basis set) for a structure of composition C2H4N4O2.

## Properties
* frontier orbital gap: 9.411 eV

Element x y z (Å)
C (2.575, -0.107, 0.430)
C (-0.828, 0.732, -0.014)
H (3.101, 1.325, -0.034)
H (3.259, -1.216, -0.090)
H (2.008, -0.296, 1.835)
H (-0.194, 2.741, -0.523)
N (0.291, -0.206, -0.132)
N (-0.204, -1.444, -0.377)
N (-1.382, -1.471, 0.018)
N (-1.083, 2.017, -0.013)
O (1.540, 0.309, -0.397)
O (-1.792, -0.132, 0.378)

Which of them is the least stable? Correct choice: b).

a) Density functional theory data (ωB97M-V with the def2-TZVPD basis set) for the molecule C2H4N4O2.

## Properties
* frontier orbital gap: 9.780 eV

Element x y z (Å)
N (1.101, -1.134, -0.822)
N (0.193, -0.148, -0.306)
C (0.551, 1.223, -0.446)
O (1.380, 1.644, -1.174)
N (-0.364, 1.922, 0.386)
C (-1.048, 1.036, 0.977)
N (-0.478, -0.231, 0.909)
O (-1.327, -1.271, 0.616)
H (1.995, -0.623, -1.025)
H (0.800, -1.401, -1.747)
H (-1.835, 1.043, 1.674)
H (-0.966, -2.061, 0.958)

b) Density functional theory data (ωB97M-V with the def2-TZVPD basis set) for the molecule C2H4N4O2.

## Properties
* frontier orbital gap: 9.141 eV

Element x y z (Å)
O (-2.851, -0.135, -0.540)
N (-1.789, 0.403, 0.455)
C (-0.494, 0.229, -0.006)
N (0.136, 1.346, -0.116)
N (1.630, 1.219, 0.036)
C (2.052, 0.142, -0.339)
N (1.290, -1.018, -0.296)
O (0.179, -0.957, 0.513)
H (-3.389, -0.768, -0.122)
H (-1.769, 1.510, 0.505)
H (3.156, -0.242, -0.084)
H (1.849, -1.728, -0.006)

c) Density functional theory data (ωB97M-V with the def2-TZVPD basis set) for the molecule C2H4N4O2.

## Properties
* frontier orbital gap: 8.257 eV

Element x y z (Å)
C (-0.511, -0.979, 1.613)
N (-1.091, 0.321, 0.840)
N (-0.088, 1.044, 0.288)
C (0.299, 0.854, -0.958)
O (-0.211, -0.278, -1.763)
N (1.008, -0.428, -2.557)
N (1.883, 0.585, -2.416)
O (1.084, 1.675, -1.740)
H (0.523, -0.546, 2.114)
H (-1.354, -1.474, 2.188)
H (-0.055, -1.618, 0.802)
H (-1.487, 0.844, 1.591)

Which of them is the least stable? Correct choice: c).